{"formula": "C4H8FN2", "method": "ωB97M-V/def2-TZVPD", "species": ["C", "C", "N", "N", "C", "C", "F", "H", "H", "H", "H", "H", "H", "H", "H"], "positions_angstrom": [[0.664204, -0.651271, -1.672566], [0.078680, -1.050980, -0.352019], [-0.193378, -2.301466, -0.073406], [-0.295480, -0.145629, 0.481057], [0.182297, 1.179473, 0.839263], [-0.783977, 2.098719, 1.365544], [1.437658, 1.374586, 0.925928], [1.004097, -1.643649, -2.240621], [0.013163, -0.241522, -2.433869], [1.454007, 0.038226, -1.458937], [0.318816, -3.002145, -0.730182], [-0.828258, -2.551554, 0.782510], [-0.637424, 2.940414, 0.816537], [-0.658742, 2.240619, 2.427673], [-1.755662, 1.716179, 1.323088]], "forces_ev_per_a": [[0.92, -3.39, -1.24], [-0.08, 0.44, -1.14], [0.10, -2.51, -0.14], [1.35, 7.10, 2.72], [-2.74, -8.19, -1.36], [0.52, -1.34, 1.65], [0.49, 0.45, -0.19], [-0.07, 2.19, 1.32], [-0.72, 0.39, 0.52], [0.74, 0.22, -0.31], [-1.91, 1.22, 2.00], [2.05, 0.37, -2.26], [0.03, 3.14, -1.20], [0.71, 0.52, 0.41], [-1.38, -0.62, -0.78]], "lowdin_charge": [0.021, -0.460, 0.179, 0.200, -0.224, 0.046, 0.233, 0.140, 0.099, 0.078, 0.180, 0.199, 0.086, 0.128, 0.095], "smiles": "CC(=[NH2+])/N=C(/C)F", "total_charge": 1, "total_energy_ev": -9967.1645, "gap_ha": 0.373, "homo_ev": -15.048, "relative_energy_ev": 1.661}

=====

{"formula": "C18H33O3S9Tl", "method": "ωB97M-V/def2-TZVPD", "species": ["Tl", "C", "C", "S", "C", "C", "S", "C", "C", "S", "C", "C", "S", "H", "H", "H", "H", "H", "H", "H", "H", "H", "H", "H", "H", "H", "H", "H", "H", "C", "O", "C", "C", "O", "C", "C", "O", "C", "H", "H", "H", "H", "H", "H", "H", "H", "H", "H", "H", "H", "H", "H", "C", "S", "C", "C", "S", "S", "C", "S", "S", "H", "H", "H"], "positions_angstrom": [[-0.042879, -0.218973, 0.542609], [-3.377268, -2.302773, -1.303941], [-4.006042, -0.922913, -1.144123], [-2.859599, 0.492205, -1.058530], [-2.523062, 0.889054, -2.803271], [-1.757505, -0.142924, -3.619174], [-0.116941, -0.520113, -2.906970], [-0.013399, -2.287420, -3.355410], [1.144577, -2.998505, -2.666816], [1.234838, -2.795537, -0.854935], [0.164506, -4.126915, -0.231538], [-1.305654, -4.105514, -0.623961], [-2.201964, -2.659169, 0.050173], [-2.848203, -2.391666, -2.251491], [-4.166251, -3.056794, -1.277202], [-4.546909, -0.869490, -0.198300], [-4.711472, -0.736261, -1.955310], [-1.944332, 1.811702, -2.730250], [-3.472222, 1.111392, -3.293299], [-1.604961, 0.245192, -4.627436], [-2.313696, -1.075684, -3.694919], [0.107046, -2.348646, -4.438488], [-0.960987, -2.747269, -3.080294], [2.097310, -2.608399, -3.025152], [1.102745, -4.066070, -2.887168], [0.281524, -4.026622, 0.850131], [0.606009, -5.076083, -0.540438], [-1.780433, -4.999307, -0.216105], [-1.434007, -4.121015, -1.705675], [3.763184, 0.139579, 0.984821], [2.691104, 0.644832, 0.202740], [2.955291, 1.932753, -0.299791], [1.838140, 2.351498, -1.240485], [0.538090, 2.377701, -0.677893], [0.207780, 3.497220, 0.128728], [0.356456, 3.270775, 1.626217], [-0.481757, 2.212030, 2.025672], [-0.514892, 2.033446, 3.432666], [4.681710, 0.086217, 0.388434], [3.476599, -0.850269, 1.321542], [3.950656, 0.777015, 1.855698], [3.896077, 1.932718, -0.867221], [3.067584, 2.651253, 0.523881], [1.779894, 1.625509, -2.051884], [2.088488, 3.334160, -1.659522], [-0.841118, 3.718959, -0.079692], [0.813091, 4.364509, -0.159729], [0.059268, 4.196323, 2.138168], [1.398922, 3.051610, 1.890129], [-0.838871, 2.954414, 3.928874], [0.465115, 1.739701, 3.824542], [-1.231109, 1.242193, 3.636424], [-2.411097, -3.171506, 4.095671], [-1.899763, -1.469322, 3.690534], [-0.427418, -1.413392, 4.632009], [0.829293, -1.678483, 4.184064], [1.386027, -2.086503, 2.623957], [2.051048, -1.595735, 5.470227], [1.014229, -1.229296, 6.814084], [1.534829, -1.051704, 8.358372], [-0.635298, -1.044804, 6.340095], [-3.356014, -3.358938, 3.591112], [-2.534729, -3.258183, 5.172615], [-1.647178, -3.860662, 3.740022]], "forces_ev_per_a": [[0.04, -0.18, 0.35], [0.19, -0.20, 0.23], [0.32, 0.22, -0.01], [-0.18, -0.06, -0.23], [-0.02, -0.17, 0.35], [0.36, 0.02, 0.02], [-0.18, -0.19, -0.02], [-0.03, 0.30, -0.04], [-0.07, 0.20, 0.41], [-0.07, -0.25, -0.16], [0.17, 0.21, -0.12], [-0.27, 0.13, 0.19], [0.03, -0.02, -0.21], [-0.03, 0.02, 0.02], [-0.04, 0.03, -0.09], [-0.09, -0.04, -0.05], [-0.09, -0.05, 0.04], [-0.05, 0.05, -0.07], [0.03, 0.07, -0.06], [-0.12, -0.03, -0.03], [-0.02, 0.02, -0.04], [-0.01, -0.14, 0.00], [0.02, 0.01, -0.06], [0.00, -0.06, -0.09], [0.07, 0.00, -0.07], [-0.02, -0.08, 0.02], [-0.04, -0.04, 0.05], [0.04, -0.06, -0.09], [0.00, -0.04, 0.02], [0.10, 0.03, -0.05], [0.05, 0.10, -0.08], [-0.20, 0.07, 0.03], [0.13, -0.04, 0.03], [0.05, 0.03, 0.10], [-0.03, -0.02, 0.14], [0.06, -0.08, -0.17], [-0.07, 0.15, -0.05], [0.05, 0.03, 0.00], [-0.04, 0.00, -0.03], [-0.01, -0.03, 0.08], [-0.06, -0.01, 0.01], [-0.01, 0.04, -0.03], [0.04, -0.02, 0.01], [0.02, 0.02, -0.05], [-0.01, -0.01, -0.03], [0.01, 0.02, 0.01], [-0.02, 0.02, 0.00], [0.06, 0.03, 0.00], [-0.01, 0.00, 0.05], [0.00, -0.02, 0.01], [0.00, -0.01, -0.04], [-0.01, 0.00, 0.04], [0.13, 0.26, -0.15], [0.01, -0.18, -0.04], [0.03, 0.10, 0.07], [-0.18, 0.17, 0.55], [0.08, -0.17, -0.38], [-0.29, 0.01, -0.12], [-0.07, 0.05, -0.09], [0.10, 0.02, 0.11], [0.25, -0.07, -0.18], [-0.04, -0.04, -0.01], [-0.03, -0.07, -0.01], [-0.05, -0.04, 0.01]], "lowdin_charge": [0.672, -0.514, -0.518, 0.794, -0.522, -0.507, 0.832, -0.517, -0.508, 0.772, -0.526, -0.495, 0.802, 0.039, 0.083, 0.072, 0.083, 0.069, 0.079, 0.078, 0.060, 0.084, 0.036, 0.072, 0.085, 0.026, 0.082, 0.079, 0.059, -0.095, -0.294, -0.213, -0.185, -0.238, -0.167, -0.207, -0.292, -0.080, 0.093, 0.032, 0.099, 0.134, 0.123, 0.103, 0.131, 0.134, 0.132, 0.134, 0.124, 0.097, 0.104, 0.057, -0.370, 0.739, -1.043, -1.167, 0.444, 0.879, -1.532, 0.501, 0.874, 0.027, 0.029, 0.040], "total_energy_ev": -127553.9709, "gap_ha": 0.240, "homo_ev": -6.497, "relative_energy_ev": 0.000}

=====

{"formula": "C4H6N2O", "method": "ωB97M-V/def2-TZVPD", "species": ["C", "C", "C", "C", "N", "N", "O", "H", "H", "H", "H", "H", "H"], "positions_angstrom": [[-2.323652, -0.065303, 0.032946], [-0.876382, -0.012427, -0.366294], [0.182098, 0.274249, 0.357681], [1.452943, 0.562530, 0.560081], [2.449320, -0.290060, 1.014520], [-0.686292, -0.283821, -1.807425], [0.456254, -0.315083, -2.183946], [-2.880352, -0.669185, -0.690577], [-2.453732, -0.492971, 1.029898], [-2.766776, 0.937247, 0.034302], [1.752911, 1.606254, 0.470720], [3.379076, 0.008223, 0.755942], [2.296093, -1.264407, 0.789951]], "forces_ev_per_a": [[-0.06, -0.01, 0.02], [0.06, 0.07, 0.23], [0.15, -0.01, -0.22], [-0.27, 0.07, 0.02], [0.02, -0.09, -0.14], [0.59, 0.02, -0.14], [-0.56, 0.00, 0.07], [0.09, 0.06, 0.13], [0.06, 0.07, -0.14], [0.07, -0.14, 0.00], [-0.05, -0.10, 0.00], [-0.11, -0.03, 0.09], [0.00, 0.09, 0.07]], "lowdin_charge": [-0.068, -0.316, 0.023, -0.197, 0.054, -0.007, -0.016, 0.070, 0.076, 0.078, 0.123, 0.086, 0.094], "smiles": "CC(=C=CN)N=O", "total_energy_ev": -9268.8905, "gap_ha": 0.300, "homo_ev": -8.486, "relative_energy_ev": 4.611}

=====

{"formula": "C12H15NS", "method": "ωB97M-V/def2-TZVPD", "species": ["C", "S", "N", "C", "C", "C", "C", "C", "C", "C", "C", "C", "C", "C", "H", "H", "H", "H", "H", "H", "H", "H", "H", "H", "H", "H", "H", "H", "H"], "positions_angstrom": [[-4.201353, 2.259773, -0.251557], [-2.736556, 2.703833, 0.651484], [-1.697201, 1.452396, -0.335887], [-1.052953, 0.544247, 0.160905], [-0.092656, -0.310254, 0.412569], [1.238062, 0.351965, 0.211169], [2.297893, 0.066114, 1.008092], [3.562195, 0.469791, 0.758865], [3.856511, 1.255712, -0.360342], [2.759249, 1.687852, -1.063131], [1.441541, 1.246474, -0.812793], [-0.191898, -1.781920, 0.226411], [-0.783341, -2.529402, 1.444232], [-0.910796, -2.140344, -1.075916], [-4.944215, 3.025578, -0.054641], [-4.542497, 1.256050, -0.082194], [-3.845585, 2.210971, -1.366318], [2.114005, -0.556819, 1.871199], [4.285220, 0.099468, 1.569329], [4.836428, 1.645964, -0.790748], [2.943789, 2.329581, -1.963182], [0.640110, 1.557182, -1.438845], [0.786050, -2.169097, 0.219183], [-0.964273, -3.484631, 1.097766], [0.022742, -2.496391, 2.279576], [-1.684472, -2.202137, 1.898016], [-0.478296, -1.409651, -1.954968], [-1.919695, -1.941942, -1.068980], [-0.738015, -3.140353, -1.189281]], "forces_ev_per_a": [[1.14, 0.04, -2.67], [1.42, -1.86, -0.52], [-1.39, 1.19, 0.81], [-0.36, 0.66, 0.23], [0.48, 1.01, -0.76], [-1.24, 0.37, -0.48], [-0.28, -1.29, 1.33], [2.93, -0.34, 1.43], [0.75, 0.74, -0.31], [-0.91, 0.57, -1.90], [1.61, 0.24, -0.15], [-2.03, 0.15, 1.22], [2.51, 1.58, 1.26], [3.13, 3.99, -1.19], [-0.20, -0.07, -0.23], [-0.33, -0.32, 0.69], [-0.99, 0.59, 1.82], [0.07, -0.13, 0.17], [-0.54, 0.85, -1.72], [-1.08, -0.96, 1.37], [-0.33, -0.54, 0.96], [-0.48, 0.24, -0.43], [1.42, -0.29, -0.54], [-0.12, -2.47, -0.22], [-1.39, -0.41, -1.27], [-0.93, 0.89, 0.04], [-0.81, -2.25, 1.89], [-2.45, 0.45, 0.34], [0.38, -2.65, -1.17]], "lowdin_charge": [-0.484, 0.766, -0.148, -0.179, -0.161, -0.203, -0.083, -0.096, -0.097, -0.095, -0.018, -0.379, -0.049, -0.038, 0.022, 0.015, 0.066, 0.119, 0.131, 0.126, 0.115, 0.100, 0.114, 0.040, 0.114, 0.062, 0.153, 0.046, 0.041], "smiles": "CSN=C=C(c1ccccc1)C(C)C", "total_energy_ev": -25009.1541, "gap_ha": 0.306, "homo_ev": -8.045, "relative_energy_ev": 3.506}